1.
{"formula": "C55H89BCoN6O2SbSe", "method": "ωB97M-V/def2-TZVPD", "homo_lumo_gap_ev": [7.14, 7.18], "total_charge": -1, "spin_multiplicity": 2, "e_homo_ha": [-0.1745, -0.1758], "energy_ev": -181708.022, "elements": ["Co", "C", "C", "C", "C", "C", "C", "C", "Se", "C", "C", "C", "C", "C", "C", "O", "C", "C", "C", "C", "C", "C", "C", "C", "C", "O", "C", "C", "C", "C", "C", "C", "H", "H", "H", "H", "H", "H", "H", "H", "H", "H", "H", "H", "H", "H", "H", "H", "H", "H", "H", "H", "H", "H", "H", "H", "H", "H", "H", "H", "H", "H", "H", "H", "H", "H", "H", "H", "H", "H", "H", "H", "C", "C", "C", "C", "C", "C", "N", "N", "B", "N", "C", "C", "C", "N", "C", "C", "C", "N", "C", "C", "C", "N", "C", "C", "C", "H", "H", "H", "H", "H", "H", "H", "H", "H", "H", "H", "H", "H", "H", "H", "H", "H", "H", "H", "H", "H", "H", "H", "H", "H", "H", "H", "H", "C", "C", "C", "Sb", "C", "C", "C", "C", "C", "C", "H", "H", "H", "H", "H", "H", "H", "H", "H", "H", "H", "H", "H", "H", "H", "H", "H", "H", "H", "H", "H"], "xyz": [[-0.1789, 0.1155, -0.2514], [-4.6275, -4.3124, 4.3166], [-4.3801, -2.8042, 4.4735], [-5.7215, -2.0841, 4.6847], [-3.5278, -2.5829, 5.7259], [-3.6814, -2.2892, 3.2180], [-2.3553, -1.8876, 3.2043], [-1.7467, -1.5157, 2.0161], [-0.0775, -0.5214, 2.1146], [1.4396, -1.6788, 1.8751], [2.0353, -2.2601, 2.9797], [3.2522, -2.9123, 2.8641], [3.8394, -2.9262, 1.5984], [3.2919, -2.3370, 0.4675], [2.0385, -1.6501, 0.5923], [1.4659, -1.0107, -0.3801], [4.1022, -2.3037, -0.8368], [5.2854, -3.2768, -0.8167], [3.2449, -2.6431, -2.0650], [4.6443, -0.8792, -1.0001], [3.9315, -3.4974, 4.1020], [4.2910, -2.3401, 5.0488], [5.2139, -4.2626, 3.7664], [2.9836, -4.4675, 4.8209], [-2.4385, -1.4440, 0.7854], [-1.8134, -1.1113, -0.2963], [-3.8418, -1.7011, 0.8308], [-4.3858, -2.1726, 2.0156], [-4.7380, -1.3827, -0.3739], [-4.5043, -2.4229, -1.4772], [-6.2274, -1.3882, -0.0081], [-4.4270, 0.0206, -0.9229], [-5.1428, -4.7163, 5.1931], [-3.6771, -4.8377, 4.2000], [-5.2355, -4.5141, 3.4330], [-6.1434, -2.3551, 5.6558], [-6.4481, -2.3525, 3.9173], [-5.5779, -1.0026, 4.6568], [-4.0656, -2.9383, 6.6074], [-3.3063, -1.5228, 5.8631], [-2.5860, -3.1305, 5.6648], [-1.7608, -1.8426, 4.1075], [1.5375, -2.1740, 3.9400], [4.7987, -3.4129, 1.4935], [4.9611, -4.2904, -0.5675], [6.0560, -2.9624, -0.1093], [5.7402, -3.3022, -1.8091], [2.8907, -3.6759, -2.0215], [3.8342, -2.5117, -2.9774], [2.3875, -1.9840, -2.1111], [5.1999, -0.5728, -0.1121], [3.8133, -0.1925, -1.1376], [5.3039, -0.8166, -1.8723], [4.9297, -1.6225, 4.5298], [4.8226, -2.7097, 5.9304], [3.3931, -1.8144, 5.3771], [5.9750, -3.5980, 3.3531], [5.0160, -5.0608, 3.0483], [5.6205, -4.7145, 4.6738], [2.0457, -3.9819, 5.0896], [3.4428, -4.8510, 5.7362], [2.7537, -5.3160, 4.1735], [-5.4372, -2.4289, 2.0276], [-4.8489, -3.4038, -1.1453], [-3.4414, -2.4818, -1.7138], [-5.0533, -2.1580, -2.3856], [-6.5803, -2.3921, 0.2374], [-6.8073, -1.0326, -0.8623], [-6.4257, -0.7241, 0.8357], [-3.3746, 0.1195, -1.1723], [-4.6856, 0.7822, -0.1828], [-5.0153, 0.2061, -1.8258], [3.9933, 3.8154, 3.9326], [3.5706, 2.3750, 3.6028], [2.3492, 2.0219, 4.4389], [3.3859, 2.2709, 2.1073], [4.4568, 2.4788, 1.2176], [3.8710, 2.5257, -0.0158], [2.5439, 2.3278, 0.1253], [2.2366, 2.1576, 1.4365], [1.6091, 2.5840, -1.0955], [0.1854, 2.9751, -0.6937], [-0.3192, 4.1896, -0.9499], [-1.5035, 4.3151, -0.2707], [-1.6735, 3.0907, 0.4000], [-0.6591, 2.2671, 0.1021], [-2.7815, 2.8879, 1.3996], [-2.7442, 1.5498, 2.1059], [-2.6911, 4.0064, 2.4502], [1.4913, 1.4280, -2.1234], [2.3106, 1.2470, -3.1678], [1.7659, 0.2864, -3.9881], [0.5607, -0.0721, -3.3668], [0.4065, 0.6234, -2.2419], [-0.4215, -1.0648, -3.9244], [-1.7913, -0.9607, -3.2621], [0.1419, -2.4843, -3.7773], [4.2264, 3.9084, 4.9962], [3.1796, 4.5048, 3.6978], [4.8722, 4.1139, 3.3609], [4.3967, 1.7094, 3.8776], [2.1851, 0.9501, 4.4468], [2.4848, 2.3590, 5.4690], [1.4591, 2.4948, 4.0215], [5.4991, 2.6044, 1.4613], [4.3066, 2.7090, -0.9847], [2.1120, 3.5145, -1.6705], [0.2011, 4.8797, -1.5911], [-2.1589, 5.1684, -0.2518], [-3.7354, 2.9826, 0.8682], [-1.8292, 1.4619, 2.6941], [-2.7703, 0.7429, 1.3853], [-3.5974, 1.4440, 2.7784], [-1.7178, 3.9535, 2.9417], [-3.4679, 3.8805, 3.2072], [-2.7970, 4.9955, 2.0058], [3.2214, 1.8149, -3.2609], [2.1589, -0.1003, -4.9131], [-0.5176, -0.8438, -4.9937], [-1.6939, -1.1380, -2.1919], [-2.4738, -1.7017, -3.6831], [-2.2160, 0.0342, -3.4075], [0.1921, -2.7459, -2.7173], [1.1472, -2.5495, -4.1964], [-0.4970, -3.2068, -4.2897], [-3.1150, -5.8152, -0.4711], [-1.6952, -5.7987, -1.0271], [-1.7125, -5.3873, -2.4961], [-0.4685, -4.3678, 0.1657], [-1.1223, -5.2994, 2.0916], [-1.0642, -6.8205, 2.1803], [-0.4071, -4.6755, 3.2822], [1.5411, -5.3017, -0.1630], [2.0564, -6.2267, 0.9299], [1.6203, -5.9839, -1.5220], [-3.7862, -6.3673, -1.1392], [-3.4985, -4.7979, -0.3749], [-3.1678, -6.2809, 0.5130], [-1.2485, -6.7936, -0.9393], [-2.0828, -4.3651, -2.6086], [-2.3734, -6.0476, -3.0702], [-0.7199, -5.4407, -2.9440], [-2.1709, -4.9820, 2.1163], [-0.0457, -7.1634, 2.3586], [-1.4349, -7.3094, 1.2783], [-1.6775, -7.1682, 3.0210], [0.6420, -4.9710, 3.3070], [-0.8710, -5.0015, 4.2221], [-0.4498, -3.5899, 3.2392], [2.1778, -4.4162, -0.1703], [1.9900, -5.7572, 1.9117], [1.5112, -7.1721, 0.9424], [3.1133, -6.4594, 0.7479], [0.9453, -6.8418, -1.5721], [2.6368, -6.3534, -1.7035], [1.3672, -5.2957, -2.3310]]}

2.
{"formula": "C51H32Cl4FMoN6O2", "method": "ωB97M-V/def2-TZVPD", "homo_lumo_gap_ev": [5.61, 5.30], "total_charge": 1, "spin_multiplicity": 3, "e_homo_ha": [-0.3576, -0.3593], "energy_ev": -121100.007, "elements": ["Mo", "Cl", "C", "C", "C", "C", "C", "C", "C", "C", "C", "C", "C", "C", "C", "C", "C", "C", "Cl", "C", "C", "C", "N", "C", "C", "C", "C", "C", "C", "Cl", "C", "C", "C", "C", "C", "C", "N", "C", "C", "C", "C", "C", "N", "C", "C", "C", "C", "Cl", "C", "C", "C", "C", "N", "H", "H", "H", "H", "H", "H", "H", "H", "H", "H", "H", "H", "H", "H", "H", "H", "H", "H", "H", "H", "H", "H", "H", "H", "O", "C", "N", "C", "O", "C", "C", "C", "C", "N", "C", "H", "H", "H", "H", "H", "H", "H", "H", "F"], "xyz": [[-0.4302, -0.0571, 0.6394], [2.7245, 4.2905, -5.8019], [2.7251, 3.1575, -4.4954], [1.7872, 3.2833, -3.4812], [1.7955, 2.3740, -2.4378], [2.7303, 1.3442, -2.3991], [3.6599, 1.2335, -3.4238], [3.6646, 2.1387, -4.4738], [2.6593, 0.3529, -1.2677], [1.7170, -0.7669, -1.5481], [2.0814, -1.8089, -2.3886], [1.0161, -2.6931, -2.4270], [0.0102, -2.1561, -1.6220], [-1.1387, -2.8811, -1.2406], [-1.3051, -4.2458, -1.8152], [-1.0135, -5.3714, -1.0529], [-1.1824, -6.6397, -1.5849], [-1.6499, -6.7745, -2.8834], [-1.8706, -8.3549, -3.5499], [-1.9429, -5.6614, -3.6561], [-1.7664, -4.3970, -3.1180], [-2.1246, -2.4288, -0.3978], [-2.1903, -1.1186, 0.0603], [-3.4175, -0.9462, 0.5838], [-3.9013, 0.3780, 0.8972], [-5.3476, 0.6850, 0.8264], [-6.3663, -0.0872, 1.3880], [-7.6951, 0.2751, 1.2649], [-8.0361, 1.4169, 0.5542], [-9.6936, 1.8744, 0.4135], [-7.0524, 2.1828, -0.0501], [-5.7268, 1.8102, 0.0850], [-3.0718, 1.4370, 1.1798], [-3.5605, 2.6279, 1.8356], [-2.5207, 3.4487, 2.0429], [-1.3318, 2.8026, 1.5304], [-1.6820, 1.5670, 1.0030], [-0.0571, 3.3436, 1.8002], [1.0053, 2.4175, 1.8820], [2.1730, 2.2787, 2.7870], [2.7749, 1.1092, 2.5456], [2.1513, 0.5260, 1.3083], [0.9471, 1.3182, 1.1506], [0.1102, 4.7991, 2.0172], [1.2264, 5.3625, 2.6476], [1.3707, 6.7297, 2.7971], [0.4069, 7.5839, 2.2867], [0.5734, 9.2913, 2.4815], [-0.6699, 7.0664, 1.5871], [-0.8019, 5.6967, 1.4482], [-4.1327, -2.1852, 0.5614], [-3.3285, -3.0999, -0.0451], [0.4299, -0.9188, -1.0990], [1.0648, 4.0869, -3.5131], [1.0672, 2.4685, -1.6386], [4.3913, 0.4339, -3.4094], [4.3891, 2.0584, -5.2720], [3.0306, -1.9010, -2.8917], [0.9613, -3.6347, -2.9465], [-0.6422, -5.2580, -0.0418], [-0.9520, -7.5194, -1.0007], [-2.3062, -5.7873, -4.6663], [-1.9921, -3.5218, -3.7145], [-6.1473, -0.9622, 1.9781], [-8.4679, -0.3234, 1.7264], [-7.3225, 3.0491, -0.6373], [-4.9726, 2.3757, -0.4479], [-4.5673, 2.7463, 2.1984], [-2.5183, 4.3610, 2.6128], [2.4178, 2.9498, 3.5909], [3.6040, 0.6763, 3.0844], [2.0243, 4.7495, 3.0256], [2.2374, 7.1348, 3.3004], [-1.3913, 7.7327, 1.1351], [-1.6142, 5.3323, 0.8343], [-5.0955, -2.3928, 0.9814], [-3.5545, -4.1316, -0.2585], [6.2858, -5.0762, 3.0053], [5.9971, -4.9610, 1.6386], [5.4169, -3.6718, 1.3035], [4.0877, -3.5206, 1.0880], [3.2853, -4.4359, 1.1156], [3.6185, -2.1187, 0.7799], [4.3447, -1.2945, 0.0023], [4.0013, 0.0206, -0.5487], [2.9654, 0.9007, 0.0800], [1.5872, -0.8132, 1.3016], [2.2188, -1.9051, 1.1120], [5.4713, -5.2524, 3.4886], [5.2976, -5.7210, 1.2955], [6.9436, -5.0656, 1.1128], [5.9730, -2.8532, 1.4902], [5.3159, -1.6630, -0.3130], [4.8528, 0.5434, -0.9639], [3.2020, 1.9593, 0.0876], [1.6275, -2.8178, 1.1489], [-0.8682, -0.5879, 2.4009]]}